No. 1
Molecular formula: C23H51N4NaOPV
Method: DFT, ωB97M-V/def2-TZVPD

calculated total energy = -72066.579 eV
molar mass = 504.596 g/mol
HOMO energy (alpha / beta) = -14.547 / -14.485 eV
frontier orbital gap (alpha / beta) = 7.0 / 6.8 eV

Structure (ORCA input):
```
! RIJCOSX wB97M-V def2-TZVPD def2/J DEFGRID3
* xyz 2 1
N 1.72 -1.77 -0.99
C 2.87 -1.56 -1.31
O 4.00 -1.34 -1.59
Na -0.43 -1.61 2.46
V -0.03 -1.09 -0.54
N -1.29 -2.14 0.51
N -0.64 -0.85 -2.32
C -1.34 -3.60 0.75
C -0.24 -1.50 -3.60
C -2.08 -3.95 2.06
C -2.11 -4.28 -0.38
C 0.10 -4.13 0.80
C 0.99 -0.79 -4.15
C -1.31 -1.44 -4.69
C 0.09 -2.97 -3.37
H -1.60 -3.51 2.97
H -2.06 -5.04 2.20
H -3.13 -3.63 2.03
H -3.16 -3.99 -0.40
H -2.08 -5.37 -0.26
H -1.69 -4.06 -1.37
H 0.69 -3.84 -0.08
H 0.07 -5.23 0.86
H 0.63 -3.77 1.70
H 0.77 0.28 -4.32
H 1.28 -1.24 -5.11
H 1.85 -0.86 -3.48
H -1.50 -0.41 -5.03
H -2.25 -1.89 -4.37
H -0.95 -2.00 -5.56
H 0.39 -3.42 -4.33
H -0.80 -3.50 -3.00
H 0.91 -3.11 -2.66
C -2.59 -1.47 0.49
H -2.50 -0.45 0.10
H -3.34 -1.99 -0.14
H -3.03 -1.39 1.51
C -1.74 0.10 -2.46
H -1.95 0.60 -1.52
H -1.51 0.88 -3.21
H -2.68 -0.39 -2.77
C -0.56 3.20 -1.02
C 0.81 2.81 -0.46
C 1.52 1.96 -1.55
C 1.59 4.09 -0.20
P 0.62 1.75 1.12
N 0.30 0.27 0.47
C 2.29 1.72 2.04
C 2.61 3.07 2.70
C 2.25 0.63 3.12
C 3.42 1.38 1.06
C -0.83 2.01 2.34
C -1.13 0.72 3.13
C -0.53 3.13 3.35
C -2.11 2.37 1.57
H -0.41 3.69 -1.99
H -1.08 3.92 -0.37
H -1.21 2.33 -1.19
H 1.67 2.60 -2.43
H 2.50 1.59 -1.23
H 0.90 1.10 -1.85
H 1.15 4.68 0.62
H 2.65 3.92 -0.01
H 1.53 4.71 -1.11
H 1.91 3.34 3.49
H 3.60 2.99 3.17
H 2.66 3.89 1.99
H 2.08 -0.37 2.71
H 3.25 0.61 3.60
H 1.53 0.85 3.93
H 3.27 0.42 0.55
H 3.60 2.18 0.32
H 4.35 1.30 1.64
H -0.25 0.24 3.59
H -1.81 0.94 3.96
H -1.70 0.03 2.48
H -0.18 4.05 2.87
H -1.46 3.37 3.89
H 0.20 2.82 4.11
H -2.09 3.40 1.18
H -2.31 1.68 0.75
H -2.97 2.31 2.26
*
```

***

No. 2
Molecular formula: C23H52BClN2O3PSSi
Method: DFT, ωB97M-V/def2-TZVPD

calculated total energy = -75012.420 eV
SMILES string = CCP(C)[C@@]1(S)[C@@H](CCO[Si](C)(C)C)[N@H+](CCCCCCCCCOC)[C@H](B(C)O)CN1Cl
molar mass = 542.072 g/mol
HOMO energy = -10.902 eV
frontier orbital gap = 8.4 eV

Structure (ORCA input):
```
! RIJCOSX wB97M-V def2-TZVPD def2/J DEFGRID3
* xyz 1 1
C -4.73 1.47 -0.56
C -3.61 2.35 -1.13
P -3.17 2.11 -2.94
C -4.45 1.05 -3.74
C -1.52 1.18 -2.88
S -0.36 2.56 -2.36
C -1.48 -0.04 -1.96
C -2.39 -1.18 -2.46
C -3.46 -1.57 -1.46
O -3.74 -2.96 -1.69
Si -4.86 -3.64 -0.62
C -5.40 -5.32 -1.22
C -6.37 -2.57 -0.35
C -3.98 -3.82 1.05
N -0.10 -0.65 -1.82
C 0.80 -0.01 -0.80
C 1.45 -1.06 0.11
C 2.82 -0.59 0.61
C 2.69 0.62 1.51
C 4.07 1.17 1.85
C 4.02 2.35 2.81
C 5.31 2.55 3.62
C 5.12 2.58 5.15
C 5.52 3.90 5.82
O 6.78 3.83 6.45
C 6.69 3.39 7.79
C 0.51 -0.90 -3.16
B 2.07 -1.29 -3.14
C 2.61 -2.74 -2.86
O 2.99 -0.30 -3.36
C 0.27 0.18 -4.21
N -1.09 0.73 -4.20
Cl -1.22 1.96 -5.39
H -5.46 1.15 -1.29
H -4.30 0.65 0.00
H -5.27 2.06 0.18
H -2.68 2.24 -0.59
H -3.86 3.40 -1.07
H -4.12 0.87 -4.75
H -4.64 0.08 -3.29
H -5.37 1.61 -3.80
H -0.39 2.45 -1.03
H -1.87 0.23 -0.99
H -2.81 -0.96 -3.43
H -1.84 -2.10 -2.60
H -3.08 -1.48 -0.44
H -4.38 -1.02 -1.61
H -6.20 -5.67 -0.57
H -4.59 -6.04 -1.12
H -5.73 -5.32 -2.26
H -6.91 -2.99 0.50
H -7.06 -2.58 -1.19
H -6.12 -1.55 -0.09
H -3.95 -2.86 1.55
H -2.97 -4.16 0.84
H -4.53 -4.53 1.65
H -0.28 -1.57 -1.43
H 1.51 0.69 -1.22
H 0.17 0.58 -0.16
H 1.50 -2.01 -0.43
H 0.81 -1.25 0.97
H 3.25 -1.41 1.18
H 3.43 -0.37 -0.26
H 2.18 0.36 2.43
H 2.10 1.41 1.04
H 4.63 0.36 2.30
H 4.56 1.46 0.93
H 3.17 2.28 3.48
H 3.86 3.25 2.22
H 5.78 3.48 3.33
H 6.03 1.77 3.37
H 4.08 2.37 5.41
H 5.70 1.78 5.60
H 4.77 4.19 6.56
H 5.55 4.69 5.08
H 7.69 3.43 8.21
H 6.34 2.36 7.85
H 6.06 4.06 8.38
H 0.00 -1.78 -3.55
H 1.87 -3.44 -2.49
H 3.38 -2.64 -2.10
H 3.13 -3.12 -3.75
H 3.68 -0.31 -2.68
H 1.04 0.95 -4.21
H 0.37 -0.33 -5.16
*
```

***

No. 3
Molecular formula: C23H52FN11O9PS
Method: DFT, ωB97M-V/def2-TZVPD

calculated total energy = -82345.441 eV
molar mass = 708.776 g/mol
HOMO energy = -10.868 eV
frontier orbital gap = 6.5 eV

Structure (ORCA input):
```
! RIJCOSX wB97M-V def2-TZVPD def2/J DEFGRID3
* xyz 1 1
C -3.01 3.88 -2.32
C -2.98 2.59 -1.54
O -3.30 2.54 -0.38
N -2.55 1.45 -2.28
C -3.54 0.96 -3.27
N -1.97 0.40 -1.53
C -2.89 -0.41 -0.70
C -2.29 -1.07 0.51
N -2.70 -0.70 1.65
C -0.72 0.67 -1.01
N 0.30 0.30 -1.70
C 0.24 -0.39 -2.98
C 1.61 -0.30 -3.60
N 2.62 -0.75 -2.98
N -0.48 1.36 0.24
P 0.79 0.55 1.19
O 0.62 -0.90 1.32
S 0.02 2.99 0.02
O 1.31 3.10 0.60
O -0.98 3.89 0.44
F 0.16 3.08 -1.51
H -3.53 3.73 -3.26
H -2.00 4.22 -2.52
H -3.54 4.60 -1.72
H -4.53 0.83 -2.87
H -3.52 1.63 -4.11
H -3.17 0.01 -3.65
H -3.75 0.15 -0.35
H -3.29 -1.20 -1.34
H -1.52 -1.84 0.43
H -2.24 -1.22 2.40
H 1.25 0.48 -1.38
H -0.47 0.08 -3.65
H -0.05 -1.43 -2.82
H 1.70 0.16 -4.59
H 3.43 -0.58 -3.57
H 0.79 1.19 2.44
H 2.07 0.79 0.64
C 6.33 0.51 -3.91
O 5.23 0.91 -4.27
N 7.20 -0.12 -4.71
C 8.50 -0.57 -4.23
C 6.85 -0.34 -6.10
H 6.69 0.63 -2.88
H 9.29 -0.08 -4.79
H 8.58 -1.65 -4.35
H 8.61 -0.32 -3.17
H 6.65 0.61 -6.60
H 5.94 -0.95 -6.16
H 7.66 -0.86 -6.61
C 7.16 0.34 0.64
O 7.91 -0.45 1.17
N 5.82 0.19 0.55
C 4.97 1.17 -0.10
C 5.22 -1.00 1.14
H 7.52 1.27 0.16
H 4.25 1.56 0.62
H 4.44 0.69 -0.93
H 5.57 1.99 -0.48
H 5.44 -1.04 2.21
H 5.63 -1.89 0.67
H 4.14 -0.98 0.99
C -0.61 1.66 5.54
O 0.07 0.92 4.84
N -1.57 2.45 5.05
C -2.34 3.37 5.87
C -1.82 2.34 3.63
H -0.46 1.75 6.63
H -3.40 3.11 5.82
H -2.21 4.39 5.51
H -2.02 3.31 6.91
H -2.11 1.32 3.39
H -0.89 2.58 3.11
H -2.61 3.03 3.31
C -6.98 -1.16 -3.19
O -5.91 -0.81 -3.65
N -7.15 -2.16 -2.31
C -8.46 -2.53 -1.81
C -5.99 -2.89 -1.84
H -7.93 -0.68 -3.48
H -8.50 -2.41 -0.72
H -8.68 -3.57 -2.06
H -9.23 -1.89 -2.25
H -5.29 -2.21 -1.35
H -5.47 -3.35 -2.68
H -6.30 -3.66 -1.13
C -1.73 -3.39 4.67
O -1.82 -2.85 3.58
N -0.76 -3.15 5.56
C -0.70 -3.84 6.83
C 0.27 -2.18 5.22
H -2.46 -4.14 5.01
H -0.75 -3.11 7.65
H 0.23 -4.40 6.91
H -1.53 -4.53 6.93
H -0.18 -1.21 5.04
H 0.78 -2.49 4.31
H 0.99 -2.10 6.03
*
```

***

The highest calculated total energy belongs to which entry? C23H51N4NaOPV

***

The highest calculated total energy belongs to which entry? C23H51N4NaOPV